{"formula": "C4H6N2", "method": "ωB97M-V/def2-TZVPD", "largest_force_ev_per_a": 1.03, "homo_ev": -10.34, "e_lumo_ha": 0.0218, "total_charge": 0, "multiplicity": 1, "smiles": "CC1=NCN=C1", "gap_ev": 10.936, "de_lowest_ev": 0.995, "elements": ["H", "H", "H", "H", "C", "H", "C", "H", "C", "N", "N", "C"], "xyz": [[2.5650, -1.0625, 0.3604], [-2.1896, -0.3649, -1.0309], [2.0998, -0.1651, -1.0917], [-0.0534, 2.1264, 0.3278], [0.3741, 1.1299, 0.2760], [-2.1401, -1.1999, 0.5265], [-0.3565, -0.1298, 0.0460], [-2.3491, 0.5679, 0.4683], [1.7727, -0.4547, -0.0844], [0.4828, -1.0900, -0.1345], [1.6386, 0.9285, 0.3310], [-1.8444, -0.2859, 0.0055]], "forces_ev_per_a": [[-0.233, 0.292, 0.232], [0.051, 0.024, 0.133], [0.137, -0.918, -0.437], [-0.049, -0.099, 0.260], [0.162, 0.146, 0.197], [0.047, 0.112, -0.092], [0.031, -0.226, -0.079], [0.102, -0.132, -0.063], [0.369, 0.169, -0.213], [-0.135, 0.453, -0.145], [-0.439, 0.200, 0.192], [-0.043, -0.020, 0.015]]}